Version P
A molecular structure, C5H6, computed with ωB97M-V/def2-TZVPD.

Results
**2S+1**: 1
**LUMO level**: 0.0309 Ha
**Charge**: 0
**Kohn-Sham gap**: 9.40 eV

Last column: natural (NBO) charge in e.
Element x y z (Å)
C1 0.04814 -1.89746 0.24121  -0.149
C2 -0.79665 -0.99620 0.69447  -0.305
C3 -0.44148 0.80760 0.10858  -0.387
C4 0.71295 -0.55507 0.12637  -0.096
C5 0.56062 0.46013 -0.94635  -0.451
H1 1.49065 -0.32330 0.85999  0.212
H2 -1.56915 -0.83049 1.43058  0.238
H3 0.14553 0.09700 -1.88502  0.232
H4 -1.47875 0.90911 -0.18975  0.249
H5 -0.12527 1.52782 0.86095  0.227
H6 1.40627 1.13243 -1.06736  0.230

Version Q
A single C5H6 molecule, computed with ωB97M-V/def2-TZVPD.

Results
**SMILES**: C=CC1=CC1
**2S+1**: 1
**LUMO level**: 0.0172 Ha
**Charge**: 0
**Kohn-Sham gap**: 9.25 eV

Last column: natural (NBO) charge in e.
Element x y z (Å)
C1 -0.95884 -0.13126 -0.01339  -0.233
C2 0.43284 0.13693 0.10112  -0.017
C3 1.63822 0.23949 -0.32622  -0.172
C4 -1.73426 -0.50291 -1.12539  -0.318
C5 1.44048 0.99654 0.91158  -0.422
H1 -2.79464 -0.62437 -0.92938  0.197
H2 1.22812 2.04894 0.89315  0.176
H3 -1.52275 -0.22456 0.86616  0.201
H4 1.63251 0.58222 1.82907  0.180
H5 2.30790 0.22049 -1.22014  0.219
H6 -1.35181 -0.63926 -2.07199  0.188

Least stable: version P

Version P
A single C5H6 molecule, computed with ωB97M-V/def2-TZVPD.

Results
**SMILES**: C1=CCC=C1
**2S+1**: 1
**LUMO level**: 0.0415 Ha
**Charge**: 0
**Kohn-Sham gap**: 9.83 eV

Last column: natural (NBO) charge in e.
Element x y z (Å)
C1 1.11348 -0.38816 -0.07958  -0.149
C2 -0.25803 -1.09050 0.18709  -0.469
C3 -1.34918 0.13554 -0.06279  -0.201
C4 0.90018 0.89442 0.14261  -0.256
C5 -0.53434 1.14473 0.10533  -0.218
H1 2.08181 -0.94781 -0.33024  0.218
H2 -0.71347 2.24516 -0.15654  0.200
H3 -0.11313 -1.82286 -0.63542  0.212
H4 -0.47909 -1.54599 1.05464  0.220
H5 1.60822 1.68485 0.09204  0.210
H6 -2.25645 -0.30938 -0.31714  0.234

Version Q
A single C5H6 molecule, computed with ωB97M-V/def2-TZVPD.

Results
**SMILES**: C#CC1CC1
**2S+1**: 1
**LUMO level**: 0.0442 Ha
**Charge**: 0
**Kohn-Sham gap**: 10.64 eV

Last column: natural (NBO) charge in e.
Element x y z (Å)
C1 -1.29891 -0.69593 -0.31766  -0.397
C2 1.08096 -0.17289 0.19502  -0.003
C3 -1.21543 0.81885 -0.21506  -0.388
C4 2.22857 0.10293 -0.18166  -0.272
C5 -0.31080 -0.05990 0.64241  -0.311
H1 -0.60378 1.25760 -0.96262  0.222
H2 -1.95482 1.43615 0.18764  0.221
H3 -0.50656 -0.10452 1.69920  0.240
H4 3.25663 -0.04519 -0.60407  0.250
H5 -2.08041 -1.21928 0.13668  0.211
H6 -1.01743 -1.28313 -1.19522  0.226

Version R
A single C5H6 molecule, computed with ωB97M-V/def2-TZVPD.

Results
**SMILES**: C#CC1CC1
**2S+1**: 1
**LUMO level**: 0.0444 Ha
**Charge**: 0
**Kohn-Sham gap**: 10.26 eV

Last column: natural (NBO) charge in e.
Element x y z (Å)
C1 -1.07701 -1.97236 -1.14007  -0.250
C2 -0.30503 -1.23438 -0.57932  -0.014
C3 0.55924 -0.32534 0.13262  -0.361
C4 0.63077 1.10490 -0.31763  -0.389
C5 -0.02622 0.84572 0.97771  -0.369
H1 0.57623 1.10444 1.85447  0.207
H2 1.56010 1.66041 -0.37162  0.222
H3 -1.79182 -2.63048 -1.58411  0.236
H4 -0.08339 1.32187 -1.10539  0.232
H5 1.04747 -0.69787 1.00695  0.266
H6 -1.09034 0.82308 1.12640  0.220

Least stable: version R